1.
Formula: C22H22AuN3O4S4
Source: OMol25
Level of theory: wB97M-V/def2-TZVPD

Structure (XYZ):
```
56
Properties=species:S:1:pos:R:3:forces:R:3
Au 1.7704 1.0526 1.7352 0.66 0.94 -0.29
C 4.0842 -0.5102 -3.1227 0.00 -0.12 0.04
C 4.6578 0.4700 -2.1074 0.02 0.09 -0.02
S 3.5175 1.3294 -0.9973 -0.08 -0.09 0.04
C 2.5500 2.3699 -2.1106 0.04 -0.08 -0.05
C 1.3946 1.7517 -2.9110 0.03 0.03 0.10
S 0.2577 0.6639 -2.0179 -0.03 -0.02 -0.02
C 0.8383 -0.9928 -2.4881 0.11 0.03 0.28
C 1.9507 -1.5892 -1.6018 -0.08 -0.06 -0.16
S 3.4436 -2.0857 -2.5043 0.00 0.06 0.13
H 4.8982 -0.8233 -3.7818 -0.04 0.03 -0.04
H 3.3301 -0.0443 -3.7544 0.04 0.07 -0.05
H 5.2472 1.2312 -2.6295 0.01 -0.09 0.00
H 5.3213 -0.0591 -1.4212 0.06 0.02 -0.06
H 3.2455 2.8504 -2.8062 -0.10 0.09 0.04
H 2.1561 3.1424 -1.4479 -0.01 0.03 -0.05
H 1.7576 1.1994 -3.7744 0.00 0.03 -0.06
H 0.7711 2.5625 -3.2940 0.07 0.02 -0.04
H 1.1375 -0.9519 -3.5336 0.00 -0.06 -0.07
H -0.0581 -1.6120 -2.4399 0.02 -0.05 -0.02
H 1.6150 -2.5205 -1.1361 -0.03 0.07 -0.07
H 2.2216 -0.8959 -0.8115 -0.06 -0.05 0.05
N -8.1161 -1.5122 0.3037 0.22 0.06 0.02
C -7.0122 -1.2144 0.4293 0.21 0.08 0.02
C -5.6183 -0.8402 0.5913 -0.38 -0.09 0.02
C -5.1684 -0.3606 1.8182 0.05 0.04 0.06
C -3.8339 -0.0151 1.9750 -0.04 -0.05 0.02
C -2.9487 -0.1515 0.9101 0.11 -0.14 0.00
C -3.4041 -0.6264 -0.3149 0.02 -0.03 -0.07
C -4.7375 -0.9655 -0.4777 0.03 -0.02 -0.12
C -1.4973 0.1777 1.0848 -0.24 -0.67 0.14
C -0.6344 -0.9998 1.4135 -1.62 -0.25 -0.09
C -1.1344 -2.3850 1.7389 -0.53 0.33 -0.10
C -0.0788 -3.1016 2.1036 0.27 0.16 0.13
C 1.1328 -2.2048 2.0053 0.38 0.14 0.50
N 0.6113 -0.9260 1.5156 1.24 -0.69 0.34
C -1.1701 1.4776 1.0061 0.05 0.17 -0.06
C -2.1507 2.5415 0.7164 0.19 -0.35 0.04
C -1.4799 3.6938 0.7196 0.36 0.52 0.03
C -0.0838 3.3630 1.0252 -0.12 0.74 -0.20
N 0.1086 2.1025 1.1707 -0.69 -0.46 0.09
H -5.8636 -0.2600 2.6408 0.02 0.00 0.00
H -3.4724 0.3576 2.9281 -0.05 -0.04 -0.07
H -2.7121 -0.7147 -1.1476 -0.07 0.00 0.07
H -5.1014 -1.3242 -1.4312 0.02 -0.01 0.01
H -2.1693 -2.7063 1.7014 0.15 0.07 0.00
H -0.0417 -4.1277 2.4510 -0.02 0.20 -0.08
H 1.8655 -2.5563 1.2765 0.06 -0.05 -0.11
H -3.2050 2.3939 0.5342 0.14 -0.05 0.01
H -1.8763 4.6860 0.5503 0.14 -0.10 0.03
H 0.7468 4.0483 1.1411 -0.14 0.05 -0.03
O 3.3032 -0.2935 2.5192 -0.15 -0.21 0.32
S 2.6483 -0.7951 3.7730 0.08 0.14 0.14
O 3.5429 -1.3397 4.7405 0.00 -0.20 -0.38
O 1.6739 0.1527 4.2559 -0.15 -0.16 0.13
O 1.7690 -2.1122 3.2886 -0.22 -0.03 -0.51
```
Positions in Å, forces in eV/Å.

Results
Charge: 0
LUMO level: -2.2 eV
Gap between HOMO and LUMO: 5.785 eV
Relative energy (zero: lowest compared OMol25 entry of this formula, charge and spin): 118.0 kJ/mol

2.
Formula: C5H8N2
Source: OMol25
Level of theory: wB97M-V/def2-TZVPD

Structure (XYZ):
```
15
Properties=species:S:1:pos:R:3:forces:R:3
C -1.4269 -0.6404 0.5233 0.00 0.02 0.03
C -0.5159 0.1515 -0.4171 0.01 0.00 0.03
C 0.1328 1.3801 0.3706 -0.41 0.02 0.06
N 1.5882 1.4068 0.1602 0.39 -0.65 -0.14
C 1.9901 0.2362 0.1543 -0.33 0.35 -0.08
C 1.6226 -0.9751 -0.2485 0.14 0.00 0.15
N 0.4415 -0.7802 -1.0455 0.06 0.24 -0.20
H -1.7409 -1.5709 0.0411 -0.03 0.20 0.08
H -0.8962 -0.8896 1.4497 -0.07 -0.02 -0.17
H -2.3129 -0.0545 0.7895 0.11 -0.07 0.03
H -1.1133 0.5755 -1.2292 0.05 -0.11 0.03
H -0.1314 1.2886 1.4245 0.08 -0.03 0.06
H -0.2665 2.3328 0.0166 0.02 -0.07 0.03
H 1.9804 -1.9592 0.0067 0.02 0.16 0.12
H 0.6486 -0.5017 -1.9961 -0.03 -0.04 -0.02
```
Positions in Å, forces in eV/Å.

Results
Charge: 0
LUMO level: 0.3 eV
SMILES: C[C@H]1CN=C=CN1
Gap between HOMO and LUMO: 8.867 eV
Relative energy (zero: lowest compared OMol25 entry of this formula, charge and spin): 297.6 kJ/mol

3.
Formula: C3H8NO2
Source: OMol25
Level of theory: wB97M-V/def2-TZVPD

Structure (XYZ):
```
14
Properties=species:S:1:pos:R:3:forces:R:3
C -0.8003 -1.0395 -0.5661 -0.82 -5.73 1.95
C -1.8880 -1.2552 0.4822 0.59 0.35 -1.08
C 1.0259 1.3562 -0.0216 1.48 -4.21 -1.89
N 2.3381 1.4606 -0.1454 1.28 4.20 1.97
O -0.2357 -2.1287 -1.0561 0.16 3.71 -0.55
O 0.2646 2.2676 0.4063 -0.79 2.91 1.43
H -0.4207 -0.1989 -1.0059 0.42 2.61 -1.19
H -1.9381 -0.4295 1.2518 0.02 -1.10 -0.89
H -2.7927 -1.2050 -0.2019 0.54 0.12 0.84
H -1.8414 -2.3242 0.8626 -0.02 1.52 -0.13
H 2.8112 2.3363 0.2394 -1.06 -0.71 -0.47
H 3.1586 0.9377 -0.4227 -1.36 -1.41 -0.44
H -0.2626 -2.9402 -0.5767 -0.72 -1.15 1.01
H 0.5811 3.1629 0.7541 0.29 -1.11 -0.57
```
Positions in Å, forces in eV/Å.

Results
Charge: +1
LUMO level: -5.3 eV
Gap between HOMO and LUMO: 7.119 eV
Relative energy (zero: lowest compared OMol25 entry of this formula, charge and spin): 443.6 kJ/mol

4.
Formula: C28H53BN3OP2Te4Tl
Source: OMol25
Level of theory: wB97M-V/def2-TZVPD

Structure (XYZ):
```
93
Properties=species:S:1:pos:R:3:forces:R:3
Tl -1.2400 1.3540 0.4573 -0.13 -0.84 -0.28
C -3.0622 -1.2926 -2.1808 0.06 -1.16 1.24
C -1.9695 -1.2284 -3.2675 0.61 0.88 -0.74
C -2.3973 -0.2075 -4.3992 0.42 0.03 2.04
C -1.7698 -2.5746 -3.9890 -1.08 0.95 0.00
P -0.4156 -0.5648 -2.3727 -0.03 -0.01 0.89
C 0.3424 -2.2824 -1.8136 0.19 0.66 -1.22
N 1.2470 -2.2739 -0.6994 1.27 1.05 1.18
B 1.2328 -1.4326 0.4997 1.91 -2.03 -0.47
N 2.4356 -1.9107 1.2271 -0.39 -0.82 -0.42
C 2.8445 -1.4967 2.5304 0.06 0.75 1.16
P 1.4292 -0.3253 3.0878 0.89 -0.70 2.15
C 2.4665 1.0758 3.9487 -0.06 0.45 0.27
C 3.1196 1.9574 2.7920 0.58 -0.48 0.25
C 3.5898 0.5588 4.8834 0.56 2.22 -0.14
C 1.5163 2.0200 4.7983 0.28 -0.33 -0.26
C 0.6496 -1.4488 4.5538 -0.18 -0.28 -1.64
C -0.7751 -0.8096 4.8490 2.32 0.00 0.13
C 0.3375 -2.8606 3.8469 -0.51 0.40 0.49
C 1.5020 -1.7483 5.8581 -1.08 -0.16 -1.74
C 3.1292 -2.9483 0.5159 -0.63 1.61 0.27
C 4.3511 -3.6174 0.7255 -0.31 0.47 -0.46
C 4.8951 -4.2645 -0.3787 -0.65 -0.01 -0.34
C 4.1448 -4.4591 -1.5622 0.44 -0.10 0.37
C 2.8689 -3.9501 -1.7258 -0.47 1.34 1.26
C 2.4416 -3.0701 -0.6770 -1.41 -1.16 -2.13
C 0.8966 0.2801 -3.5392 -0.93 -1.01 -1.37
C 0.3641 1.5114 -4.3249 0.23 0.81 0.65
C 2.0732 0.7016 -2.6714 1.00 -0.34 -0.78
C 1.3639 -0.7269 -4.6276 -0.32 0.21 -0.33
H -4.0103 -1.5788 -2.6530 0.07 -0.05 0.13
H -3.2467 -0.4147 -1.5573 0.21 0.58 -0.73
H -2.8656 -2.0165 -1.3187 0.03 0.30 -1.42
H -3.4255 -0.4279 -4.6961 0.26 -0.11 -0.41
H -1.6418 -0.2073 -5.1820 -0.50 -0.25 -0.32
H -2.3925 0.7931 -3.9502 -0.19 0.00 -0.16
H -2.7866 -2.9294 -4.1717 0.01 -0.07 -0.66
H -1.3662 -3.3282 -3.3723 0.81 -0.82 0.64
H -1.1928 -2.4471 -4.9146 -0.26 -0.23 0.29
H 0.9073 -2.5718 -2.7310 -0.66 -0.38 0.75
H -0.4557 -2.9982 -1.5569 0.00 0.42 -0.67
H 3.7736 -0.8700 2.4868 -0.50 -0.68 0.07
H 3.0056 -2.3759 3.2422 -0.22 1.15 -0.85
H 3.7214 1.4067 2.0281 -0.35 -0.09 0.78
H 3.8208 2.7337 3.2083 -0.79 -0.69 -0.12
H 2.3641 2.4607 2.2035 -0.27 0.16 0.09
H 3.9987 -0.3607 4.5321 0.42 -0.74 0.14
H 3.3120 0.5609 5.9429 -0.21 -0.56 -0.34
H 4.4098 1.3423 4.8618 -0.62 -0.92 -0.09
H 0.5174 2.0178 4.3675 -0.13 0.08 0.03
H 1.8956 3.0428 4.6882 -0.10 -0.10 0.23
H 1.4041 1.7981 5.8950 0.39 -0.17 -1.08
H -1.3217 -0.5644 3.9271 -0.05 -0.55 0.41
H -0.6235 0.1149 5.3931 -0.07 0.38 0.13
H -1.2236 -1.5033 5.5427 -0.86 -0.18 -0.07
H 0.1771 -2.8395 2.7221 0.09 0.16 1.41
H -0.6028 -3.2129 4.3639 0.82 0.12 -0.81
H 1.1074 -3.6158 4.0859 -0.14 0.41 -0.27
H 1.6720 -0.8607 6.4057 -0.28 1.00 0.87
H 2.5160 -2.0963 5.6550 -0.22 -0.45 -0.32
H 0.9265 -2.4901 6.4382 0.40 0.28 -0.03
H 4.8763 -3.6102 1.6710 0.03 0.35 -0.02
H 5.9277 -4.5957 -0.3901 -0.20 -0.29 0.34
H 4.6384 -5.0536 -2.3117 -0.17 -0.07 -0.40
H 2.1927 -4.0890 -2.5823 0.79 -0.18 0.32
H -0.0432 2.2899 -3.6210 0.16 -0.68 -0.69
H -0.3859 1.2769 -5.1082 0.59 0.18 0.65
H 1.2626 1.9772 -4.8230 -0.84 -0.42 0.37
H 1.7992 1.5142 -1.9654 0.32 -0.66 -0.25
H 2.8450 1.0760 -3.4260 -0.71 -0.22 1.20
H 2.5192 -0.2104 -2.1832 -0.37 1.08 -0.06
H 0.4981 -1.0201 -5.3031 1.13 0.26 0.82
H 1.7667 -1.6000 -4.1155 0.08 -0.23 -0.39
H 2.1839 -0.3025 -5.2637 -0.67 -0.22 0.48
Te -3.7501 -0.3671 1.8836 0.53 -0.30 -0.12
Te -4.1753 2.2274 1.7697 -0.08 1.02 0.09
Te -2.2822 3.4009 3.4442 -0.25 -0.29 0.07
Te -0.1048 3.8635 1.9949 -0.30 0.48 -0.20
C -5.5939 5.1812 -1.8617 0.23 0.94 -1.62
N -5.0337 3.8749 -1.8928 3.12 0.18 1.09
C -5.8725 2.7672 -2.1032 -1.49 -0.81 0.64
C -3.6496 3.6780 -1.8229 -2.04 -0.51 -0.12
C -2.8466 4.9030 -1.6489 0.83 0.42 0.39
O -3.1805 2.5507 -1.8491 0.44 -0.16 -0.03
H -5.2368 5.8152 -2.6986 -0.45 -0.45 -0.13
H -5.3454 5.7942 -1.0436 0.45 0.28 1.65
H -6.6570 5.1427 -1.8967 -0.83 -0.20 -0.15
H -5.3403 1.8198 -2.0965 0.16 0.24 -0.24
H -6.3571 2.9875 -3.0195 -0.69 -0.60 -1.34
H -6.7042 2.6773 -1.3734 0.57 0.21 0.06
H -2.8824 5.0832 -0.5635 -0.16 0.44 -0.16
H -3.2799 5.7611 -2.2157 0.91 -0.60 0.52
H -1.7743 4.6592 -1.8154 -0.82 0.42 -0.40
```
Positions in Å, forces in eV/Å.

Results
Charge: 0
LUMO level (alpha / beta): -2.3 / -0.6 eV
Gap between HOMO and LUMO (alpha / beta): 4.355 / 6.185 eV

5.
Formula: C3H2DyLi2O3
Source: OMol25
Level of theory: wB97M-V/def2-TZVPD

Structure (XYZ):
```
11
Properties=species:S:1:pos:R:3:forces:R:3
C 1.1885 0.0288 0.8258 0.01 0.58 -2.30
C 0.8668 0.1873 -0.4270 -0.40 0.09 1.05
O 1.5725 -0.0697 1.9325 0.06 -0.08 1.61
H 1.5374 0.7401 -1.0859 -0.11 -0.32 0.17
H -0.1559 -0.0803 -0.7380 0.33 -0.23 -0.10
Dy 3.8664 2.4750 5.8556 0.32 0.23 0.29
Li 1.5885 0.4753 3.7800 -0.29 -0.48 -0.78
O -1.9684 -2.6243 -2.1557 -0.28 1.55 0.40
C -2.3000 -1.4555 -2.1205 0.81 -1.79 -0.08
O -2.9902 -0.7294 -2.8695 -0.38 1.28 -0.20
Li -3.2055 1.0528 -2.9974 -0.07 -0.83 -0.07
```
Positions in Å, forces in eV/Å.

Results
Charge: +2
LUMO level (alpha / beta): -7.8 / -9.1 eV
Gap between HOMO and LUMO (alpha / beta): 2.241 / 4.351 eV
2S+1: 7
Relative energy (zero: lowest compared OMol25 entry of this formula, charge and spin): 0.0 kJ/mol

One value per record, in order, for energy: -3045.1166 -304.7221 -323.9583 -3290.2634 -1240.5740 a.u..